A | Density functional theory data (ωB97M-V/def2-TZVPD) for a single C5H3NO molecule.

ORCA input file:
```
! wB97M-V def2-TZVPD RIJCOSX def2/J DEFGRID3
* xyz 0 1
N -0.58 0.58 3.02
C -0.28 0.26 1.94
C 0.16 0.27 0.46
C 0.20 -0.97 0.94
O 0.05 -1.35 -1.47
C -0.08 -0.15 -1.73
C -0.05 0.89 -0.72
H 1.01 -1.63 1.25
H -0.23 0.16 -2.78
H -0.19 1.94 -0.91
*
```

Properties
Kohn-Sham gap (spin up / spin down) = 7.6 / 7.6 eV

=====

B | Density functional theory data (ωB97M-V/def2-TZVPD) for 2 unconnected molecules or ions with the total composition C5H3NO.

ORCA input file:
```
! wB97M-V def2-TZVPD RIJCOSX def2/J DEFGRID3
* xyz 0 1
N -2.14 -1.88 0.31
C -1.63 -0.84 0.16
C -1.01 0.42 0.24
C -1.59 1.57 0.10
O -1.91 2.68 0.22
H 0.14 0.40 -0.01
C 2.31 -0.94 0.15
C 1.70 -0.27 -0.67
H 2.71 -1.42 1.03
H 1.41 0.29 -1.52
*
```

Properties
SMILES = N#CC=C=O.C#C
Kohn-Sham gap = 9.8 eV

=====

Most stable of them? B.

=====

A | Density functional theory data (ωB97M-V/def2-TZVPD) for a molecular structure, C5H3NO.

ORCA input file:
```
! wB97M-V def2-TZVPD RIJCOSX def2/J DEFGRID3
* xyz 0 1
O 1.45 -1.30 -0.88
C 0.35 -0.92 -0.51
C 0.35 0.63 -0.20
C -0.38 1.23 0.91
C -0.98 1.74 1.82
C -0.20 -2.21 -1.01
N -0.46 -3.23 -1.51
H 0.04 1.09 -1.15
H 1.44 0.84 -0.12
H -1.53 2.18 2.63
*
```

Properties
Kohn-Sham gap = 9.7 eV

=====

B | Density functional theory data (ωB97M-V/def2-TZVPD) for a single C5H3NO molecule.

ORCA input file:
```
! wB97M-V def2-TZVPD RIJCOSX def2/J DEFGRID3
* xyz 0 1
C 1.61 0.77 -0.24
C 1.16 -0.37 0.14
C -0.03 -0.83 0.68
C -0.06 0.71 0.35
O -1.05 0.89 -0.60
N -1.69 -0.37 -0.90
C -1.09 -1.29 -0.22
H 2.42 1.47 -0.06
H -0.07 1.40 1.20
H -1.46 -2.31 -0.31
*
```

Properties
Kohn-Sham gap = 9.3 eV

=====

C | Density functional theory data (ωB97M-V/def2-TZVPD) for a single C5H3NO molecule.

ORCA input file:
```
! wB97M-V def2-TZVPD RIJCOSX def2/J DEFGRID3
* xyz 0 1
N -1.20 -0.59 -2.46
C -1.12 -0.36 -1.32
C -0.89 -0.21 0.05
C 0.77 -0.79 0.12
C 1.20 0.35 0.65
C -0.05 1.08 0.57
O -0.46 2.19 0.72
H -1.52 -0.42 0.88
H 1.08 -1.72 -0.21
H 2.20 0.47 1.00
*
```

Properties
SMILES = N#C[C@H]1C=CC1=O
Kohn-Sham gap = 10.0 eV

=====

D | Density functional theory data (ωB97M-V/def2-TZVPD) for a single C5H3NO molecule.

ORCA input file:
```
! wB97M-V def2-TZVPD RIJCOSX def2/J DEFGRID3
* xyz 0 1
N -1.09 -0.17 -3.00
C -0.72 -0.02 -1.91
C -0.28 0.04 -0.56
C 0.88 0.65 0.03
C 0.90 0.22 1.31
O -0.17 -0.58 1.57
C -0.88 -0.67 0.43
H 1.58 1.33 -0.43
H 1.60 0.38 2.12
H -1.83 -1.19 0.44
*
```

Properties
SMILES = N#Cc1ccoc1
Kohn-Sham gap = 10.4 eV

=====

Most stable of them? D.

=====

A | Density functional theory data (ωB97M-V/def2-TZVPD) for a single C5H3NO molecule.

ORCA input file:
```
! wB97M-V def2-TZVPD RIJCOSX def2/J DEFGRID3
* xyz 0 1
C -0.21 1.13 1.93
C 0.56 0.82 0.96
C 0.75 0.54 -0.55
O -0.53 0.63 -1.16
C 0.03 -0.74 -1.18
C -0.67 -1.44 -0.20
N -1.37 -2.05 0.44
H -0.39 1.12 3.11
H 1.54 1.13 -0.97
H 0.29 -1.16 -2.37
*
```

Properties
SMILES = C#C[C@@H]1O[C@@H]1C#N
Kohn-Sham gap = 10.8 eV

=====

B | Density functional theory data (ωB97M-V/def2-TZVPD) for a single C5H3NO molecule.

ORCA input file:
```
! wB97M-V def2-TZVPD RIJCOSX def2/J DEFGRID3
* xyz 0 1
C -1.13 0.71 1.80
C -0.38 0.74 0.86
C 0.52 0.77 -0.29
C 0.61 -0.52 -1.09
O 1.27 -0.62 -2.09
C -0.16 -1.70 -0.61
N -0.73 -2.65 -0.28
H -1.79 0.71 2.65
H 0.25 1.55 -1.00
H 1.54 1.00 0.04
*
```

Properties
SMILES = C#CCC(=O)C#N
Kohn-Sham gap = 10.2 eV

=====

Most stable of them? B.

=====

A | Density functional theory data (ωB97M-V/def2-TZVPD) for a single C5H3NO molecule.

ORCA input file:
```
! wB97M-V def2-TZVPD RIJCOSX def2/J DEFGRID3
* xyz 0 1
C -1.77 0.20 -2.14
C -1.59 0.20 -0.87
C -0.53 0.15 -0.05
C 0.46 -0.96 -0.09
O 1.53 -0.51 0.75
N 1.24 0.71 1.25
C 0.08 1.11 0.85
H 0.79 -1.07 -1.12
H 0.09 -1.92 0.28
H -0.31 2.08 1.14
*
```

Properties
Kohn-Sham gap (spin up / spin down) = 8.2 / 8.2 eV

=====

B | Density functional theory data (ωB97M-V/def2-TZVPD) for a single C5H3NO molecule.

ORCA input file:
```
! wB97M-V def2-TZVPD RIJCOSX def2/J DEFGRID3
* xyz 0 1
C -0.25 2.07 0.48
C 0.02 0.92 0.67
C 0.26 -0.49 0.38
C -0.79 -1.41 0.85
N -1.62 -2.12 1.21
C 0.49 -0.45 -1.05
O 1.49 -1.08 0.27
H -0.49 3.10 0.38
H -0.29 -0.81 -1.75
H 1.18 0.27 -1.43
*
```

Properties
SMILES = C#C[C@@]1(C#N)CO1
Kohn-Sham gap = 9.9 eV

=====

Most stable of them? B.

=====

A | Density functional theory data (ωB97M-V/def2-TZVPD) for a single CH2N2OS2 molecule.

ORCA input file:
```
! wB97M-V def2-TZVPD RIJCOSX def2/J DEFGRID3
* xyz 0 1
C 1.36 0.72 0.27
N -0.09 0.53 -2.39
N -0.58 -0.87 -0.10
O -0.65 0.43 2.13
S -0.77 -0.57 -1.79
S 0.33 -0.18 1.24
H 1.66 1.63 0.55
H -1.26 -1.70 0.09
*
```

Properties
Kohn-Sham gap (spin up / spin down) = 7.6 / 7.6 eV

=====

B | Density functional theory data (ωB97M-V/def2-TZVPD) for 2 unconnected molecules or ions with the total composition CH2N2OS2.

ORCA input file:
```
! wB97M-V def2-TZVPD RIJCOSX def2/J DEFGRID3
* xyz 0 1
C -1.41 -0.27 -0.30
N -0.45 -0.73 0.40
N 0.40 -1.05 1.07
O 1.22 1.36 1.18
S 2.65 -0.02 -0.83
S 1.48 1.39 -0.23
H -1.40 -0.34 -1.35
H -2.48 -0.34 0.06
*
```

Properties
Kohn-Sham gap = 7.2 eV

=====

Most stable of them? B.

=====

A | Density functional theory data (ωB97M-V/def2-TZVPD) for 2 unconnected molecules or ions with the total composition CH2N2OS2.

ORCA input file:
```
! wB97M-V def2-TZVPD RIJCOSX def2/J DEFGRID3
* xyz 0 1
C -0.11 -0.17 -0.15
N 0.69 0.79 2.52
N 0.65 -0.45 0.88
O 1.38 0.50 3.40
S 0.17 -1.00 -1.57
S -1.15 1.22 -0.05
H 1.53 -0.91 0.81
H -2.13 0.72 -0.94
*
```

Properties
Kohn-Sham gap (spin up / spin down) = 6.4 / 6.1 eV

=====

B | Density functional theory data (ωB97M-V/def2-TZVPD) for 2 unconnected molecules or ions with the total composition CH2N2OS2.

ORCA input file:
```
! wB97M-V def2-TZVPD RIJCOSX def2/J DEFGRID3
* xyz 0 1
C 0.34 -0.59 -0.33
N -1.69 -2.69 -2.25
N -2.32 -2.02 -1.64
O -1.05 -3.39 -2.91
S -0.45 0.88 -0.06
S 1.52 -1.06 0.77
H -1.27 0.77 -1.12
H 1.59 -0.07 1.69
*
```

Properties
Kohn-Sham gap = 9.1 eV

=====

Most stable of them? B.